{
  "formula": "C27H27N2O2",
  "method": "ωB97M-V with the def2-TZVPD basis set",
  "de_lowest_ev": 1.901,
  "lumo_energy_ev": -4.7,
  "total_charge": 1,
  "e_tot_ha": -1304.777726,
  "spin_multiplicity": 1,
  "symbols": ["C", "O", "C", "C", "C", "C", "C", "C", "C", "C", "C", "C", "C", "C", "C", "C", "C", "C", "C", "O", "C", "C", "C", "C", "C", "H", "H", "H", "H", "H", "H", "H", "H", "H", "H", "H", "H", "H", "H", "H", "H", "H", "H", "H", "H", "H", "C", "N", "C", "N", "C", "C", "H", "H", "H", "H", "H", "H"],
  "coordinates": [[-3.95093, 3.75940, -5.14483], [-4.52039, 3.25068, -3.91769], [-3.77258, 2.43279, -3.12635], [-4.36428, 2.02816, -1.89910], [-3.64819, 1.26742, -0.99870], [-2.37487, 0.76124, -1.33796], [-1.56902, -0.04316, -0.41493], [-1.49301, 0.27209, 0.95968], [-0.78620, -0.45086, 1.92035], [-0.79259, -0.16869, 3.32561], [-0.13857, -1.04164, 4.24056], [-0.13181, -0.76425, 5.59844], [-0.78477, 0.37132, 6.08426], [-1.50869, 1.18807, 5.22007], [-1.52720, 0.92110, 3.86324], [-0.83410, -1.18711, -0.94769], [-1.43909, -2.04795, -1.89349], [-0.78460, -3.16112, -2.34550], [0.56904, -3.38364, -1.97596], [1.13371, -4.49743, -2.51188], [2.51716, -4.81615, -2.25411], [1.21539, -2.47774, -1.09750], [0.49792, -1.42827, -0.56167], [-1.84189, 1.08216, -2.60857], [-2.46956, 1.97738, -3.45514], [-4.72808, 4.36792, -5.60261], [-3.07532, 4.38047, -4.93095], [-3.68279, 2.93534, -5.81307], [-5.37990, 2.36099, -1.68505], [-4.09471, 1.00557, -0.03467], [-2.13151, 1.08592, 1.30851], [-0.26860, -1.35512, 1.61736], [0.31737, -1.95836, 3.85725], [0.39935, -1.42530, 6.28765], [-0.73722, 0.62172, 7.14441], [-2.05996, 2.05782, 5.59330], [-2.14752, 1.51733, 3.18993], [-2.46054, -1.84715, -2.24156], [-1.25918, -3.88955, -2.99869], [2.70093, -5.73206, -2.81266], [3.16854, -4.01739, -2.62056], [2.67669, -4.98871, -1.18595], [2.26317, -2.60375, -0.81710], [0.96479, -0.74069, 0.15170], [-0.88074, 0.65488, -2.89290], [-1.96736, 2.31588, -4.36587], [6.22706, 0.47720, 1.34343], [4.79315, 0.79918, 1.22137], [3.71955, -0.05916, 1.36984], [2.57846, 0.57112, 1.16042], [2.89437, 1.89225, 0.89719], [4.26588, 2.05609, 0.92789], [6.82997, 1.37238, 1.11902], [6.46912, 0.14438, 2.36950], [6.51040, -0.32277, 0.63435], [3.85381, -1.11318, 1.62223], [2.16747, 2.66082, 0.69207], [4.87243, 2.93213, 0.77307]],
  "forces_ev_per_a": [[-0.012, -0.278, 0.411], [0.618, -0.434, 0.358], [0.152, 0.114, -0.191], [0.120, 0.295, -0.419], [0.009, 0.038, 0.037], [0.030, -0.213, -0.039], [0.230, -0.460, -0.145], [-0.133, -0.267, 0.664], [-1.048, 0.122, -0.714], [-0.255, 0.121, 1.088], [-0.260, 0.236, -0.605], [0.129, -0.008, 0.111], [0.135, -0.089, 0.040], [-0.216, 0.387, -0.169], [0.175, -0.348, -0.366], [0.229, 0.420, -0.285], [-0.427, 0.363, 0.018], [0.835, -0.332, -0.003], [0.099, -0.135, 0.115], [-0.035, 0.621, 0.302], [-0.515, 0.279, 0.018], [0.062, -0.756, -0.360], [-0.265, 0.267, 0.097], [0.110, -0.133, 0.411], [-0.685, 0.243, -0.104], [0.052, -0.094, 0.103], [-0.094, -0.099, -0.026], [-0.030, 0.112, 0.071], [0.306, -0.056, -0.027], [0.121, 0.093, -0.359], [0.445, -0.020, -0.273], [-0.029, 0.146, 0.101], [0.055, 0.381, 0.121], [-0.228, 0.217, -0.249], [-0.047, -0.157, -0.268], [0.236, -0.427, -0.048], [0.366, 0.015, 0.399], [0.430, -0.091, 0.270], [0.092, 0.219, 0.067], [0.010, 0.115, 0.090], [-0.052, -0.081, 0.069], [0.018, 0.030, -0.105], [-0.357, -0.036, -0.156], [0.144, -0.205, -0.527], [-0.155, 0.213, 0.092], [-0.283, -0.265, 0.337], [-0.029, -0.187, 0.098], [-0.321, 0.252, 0.014], [0.596, 1.109, -0.375], [0.087, 0.003, 0.195], [1.223, -0.529, 0.094], [-0.719, -1.096, 0.181], [-0.411, -0.384, 0.078], [-0.177, 0.185, -0.489], [-0.205, 0.428, 0.326], [-0.097, 0.463, -0.132], [-0.144, -0.179, 0.038], [0.116, -0.126, 0.019]],
  "mulliken_charge": [-0.7938, -0.4320, 0.8840, -0.8566, -0.3278, -0.2705, 0.2293, -0.7193, 0.1503, 0.4663, -0.3559, -0.6453, -0.3451, -0.7093, -0.3472, -0.1034, -0.1273, -0.8501, 0.8376, -0.4500, -0.7892, -0.7281, -0.3361, -0.3977, -0.5507, 0.2425, 0.3437, 0.3363, 0.4289, 0.4695, 0.4591, 0.6401, 0.3769, 0.3754, 0.3858, 0.3797, 0.3284, 0.5079, 0.4517, 0.2544, 0.3324, 0.3284, 0.4812, 0.6666, 0.4691, 0.3956, -0.7994, 0.1157, -0.4180, -0.1999, -0.7656, -0.0914, 0.2729, 0.3069, 0.3103, 0.3973, 0.3978, 0.3879]
}

{
  "formula": "C27H27N2O3PZr",
  "method": "ωB97M-V with the def2-TZVPD basis set",
  "de_lowest_ev": 0.000,
  "lumo_energy_ev": -6.2,
  "total_charge": 2,
  "e_tot_ha": -1768.392581,
  "spin_multiplicity": 1,
  "symbols": ["Zr", "C", "C", "C", "C", "C", "H", "H", "H", "H", "H", "C", "C", "O", "N", "C", "C", "C", "C", "C", "C", "N", "H", "H", "H", "H", "H", "H", "H", "H", "H", "H", "O", "C", "O", "C", "P", "C", "C", "C", "C", "C", "C", "C", "C", "C", "C", "C", "C", "H", "H", "H", "H", "H", "H", "H", "H", "H", "H", "H", "H"],
  "coordinates": [[-0.01661, -0.88314, 0.92481], [-0.58092, -3.29478, 1.12859], [0.80129, -3.16690, 1.42667], [1.46652, -2.77925, 0.24720], [0.49985, -2.65514, -0.78096], [-0.76409, -2.98372, -0.23480], [-1.33987, -3.64846, 1.81022], [1.26463, -3.37819, 2.37944], [2.52816, -2.62017, 0.14452], [0.70273, -2.41984, -1.81491], [-1.69559, -3.02459, -0.77915], [-2.81002, 2.08040, 0.40033], [-2.69609, 0.68004, 0.87773], [-1.90882, -0.14164, 0.31713], [-3.40205, 0.26093, 1.91267], [-3.28583, -1.08632, 2.45847], [-2.19910, -1.20420, 3.50280], [-2.53158, -1.45948, 4.82143], [-1.53318, -1.53511, 5.78212], [-0.22094, -1.32917, 5.39633], [0.04093, -1.07900, 4.06013], [-0.91641, -1.03274, 3.12362], [-2.85368, 2.08179, -0.68876], [-1.89590, 2.59934, 0.69790], [-3.67570, 2.59217, 0.81370], [-4.00642, 0.92592, 2.37415], [-3.10736, -1.76889, 1.62632], [-4.24599, -1.34800, 2.89738], [-3.56875, -1.59619, 5.09510], [-1.78335, -1.73904, 6.81409], [0.59417, -1.35642, 6.10404], [1.05498, -0.89446, 3.72190], [0.16541, 1.24888, 1.55043], [1.36435, 1.07655, 1.18581], [1.88959, -0.06502, 1.49139], [1.93299, 1.84205, 0.05283], [1.17002, 0.73243, -1.28123], [0.01449, 1.76145, -2.19751], [-1.11362, 1.13840, -2.73202], [-2.01463, 1.86350, -3.50007], [-1.79638, 3.21534, -3.72572], [-0.67282, 3.84116, -3.20022], [0.23704, 3.11664, -2.44847], [2.57350, 0.30674, -2.32604], [3.61197, -0.44487, -1.77386], [4.70996, -0.77219, -2.54924], [4.76747, -0.36376, -3.87724], [3.73196, 0.37189, -4.42913], [2.62908, 0.71107, -3.65748], [3.01616, 1.75817, 0.00673], [1.59279, 2.87172, 0.00499], [-1.29193, 0.08255, -2.55328], [-2.87965, 1.37220, -3.92397], [-2.49838, 3.78234, -4.32203], [-0.49906, 4.89126, -3.38985], [1.12207, 3.61345, -2.07115], [3.57682, -0.75048, -0.73416], [5.52118, -1.34524, -2.12188], [5.62607, -0.62092, -4.48195], [3.77870, 0.68674, -5.46239], [1.81982, 1.28221, -4.09352]],
  "forces_ev_per_a": [[-0.039, -0.212, -0.366], [0.027, -0.097, -0.056], [-0.046, -0.068, -0.037], [-0.052, 0.003, 0.019], [-0.045, 0.019, 0.035], [0.050, -0.012, 0.003], [-0.004, 0.078, 0.013], [0.005, 0.057, -0.010], [-0.014, 0.041, 0.008], [0.010, 0.070, 0.034], [-0.007, 0.067, 0.025], [-0.069, -0.031, -0.069], [-0.112, -0.072, 0.212], [0.303, -0.246, 0.000], [0.095, 0.291, -0.082], [-0.044, -0.113, -0.044], [0.031, 0.039, 0.097], [0.003, 0.022, -0.090], [0.042, 0.007, 0.005], [0.014, 0.029, -0.138], [0.034, 0.065, 0.152], [-0.071, 0.017, -0.211], [0.006, 0.012, 0.010], [-0.005, -0.007, -0.010], [0.009, 0.008, 0.008], [-0.030, -0.043, -0.013], [-0.011, 0.010, 0.039], [0.033, -0.015, 0.010], [-0.008, 0.001, -0.004], [0.008, -0.003, 0.017], [0.002, -0.004, 0.024], [-0.007, -0.049, 0.027], [-0.034, 0.192, -0.041], [0.009, -0.035, -0.015], [-0.010, -0.049, 0.059], [0.197, -0.026, -0.013], [-0.185, 0.103, 0.625], [0.057, 0.017, -0.162], [-0.056, -0.034, -0.007], [0.055, -0.032, 0.041], [-0.025, -0.001, -0.016], [-0.019, -0.003, -0.015], [0.019, -0.015, 0.049], [-0.126, -0.026, -0.143], [0.033, 0.019, 0.002], [-0.003, -0.011, -0.015], [0.046, -0.027, 0.017], [-0.048, 0.018, -0.011], [-0.030, -0.057, 0.017], [-0.020, 0.062, -0.017], [-0.032, -0.024, 0.023], [0.024, 0.037, 0.004], [-0.018, 0.000, -0.011], [-0.004, 0.006, -0.004], [0.006, 0.014, 0.001], [0.019, -0.013, 0.008], [0.000, 0.013, 0.024], [0.015, -0.001, 0.002], [0.013, -0.010, -0.003], [0.006, 0.003, -0.009], [0.005, 0.018, 0.002]],
  "mulliken_charge": [0.3776, -0.3145, -0.4941, -0.5257, -0.7548, -0.4677, 0.6613, 0.5657, 0.5651, 0.6221, 0.5241, -0.9354, 0.7911, -0.5821, -0.1147, -1.1236, 0.8615, -0.9288, -0.4213, -0.9406, -0.2347, 0.2423, 0.1430, 0.2206, 0.4871, 0.2758, 0.1698, 0.5699, 0.4706, 0.4421, 0.4667, 0.6115, -0.5326, 0.6122, -0.4733, -0.9872, 2.1335, 0.5739, -0.5393, -0.6585, -0.5154, -0.8240, -0.4761, 0.2669, -0.3674, -0.8206, -0.5851, -0.7172, -0.6031, 0.4958, 0.5576, 0.3389, 0.4297, 0.4286, 0.4426, 0.4694, 0.4208, 0.4512, 0.4123, 0.4379, 0.3986]
}

Number 1: HOMO -0.4047 Eh. Number 2: HOMO -0.5225 Eh.